ORCA calculation (ωB97M-V/def2-TZVPD) on a 3-piece molecular cluster, C4H16N2O2 overall in a non-equilibrium geometry.

Geometry as XYZ:
```
24
Properties=species:S:1:pos:R:3
C 1.094 -0.424 -1.637
C -0.413 -0.795 -1.718
C -1.091 -0.674 -0.348
C -2.256 -1.228 -0.071
N -2.814 -1.318 1.343
N 1.243 1.027 -1.431
H 1.528 -0.991 -0.817
H 1.507 -0.677 -2.613
H -0.840 -0.038 -2.393
H -0.604 -1.793 -2.110
H -0.396 -0.285 0.394
H -3.061 -1.472 -0.749
H -3.761 -1.668 1.165
H -2.340 -1.967 1.966
H -3.049 -0.439 1.818
H 0.955 1.537 -2.270
H 0.670 1.320 -0.615
H 2.196 1.370 -1.290
H 2.906 0.665 2.531
H 2.299 -0.719 2.510
O 2.184 0.148 2.112
H 1.514 2.028 1.553
H 0.907 3.318 1.005
O 1.113 2.406 0.770
```

- HOMO energy: -18.35 eV
- Total charge: +2
- Energy relative to the best compared isomer or geometry (same formula, charge and spin): 1.1419 eV
- Maximum force: 1.94 eV Å⁻¹